Density functional theory data (wB97M-V/def2-TZVPD) for a structure of composition C2H5Br2N2 at a distorted geometry.

Geometry as XYZ:
```
11
Properties=species:S:1:pos:R:3:forces:R:3
C 0.375 0.069 0.020 0.04 -0.06 -0.29
C 3.523 0.423 -0.266 0.50 0.55 -0.16
N -0.569 0.727 -0.594 -1.28 -1.14 1.16
N 0.233 -1.048 0.701 -0.56 0.81 -0.74
Br 4.851 1.686 -0.664 -0.40 -0.49 0.14
Br 4.240 -1.217 0.227 0.06 0.00 0.00
H 1.298 0.574 -0.180 1.33 -0.68 0.68
H 0.981 -1.502 1.178 0.65 -0.03 0.09
H -0.265 1.523 -1.094 -0.26 0.92 -0.51
H -1.543 0.591 -0.328 0.17 0.18 -0.66
H -0.620 -1.572 0.601 -0.23 -0.06 0.28
```
Positions in Å, forces in eV/Å.

## Properties
Kohn-Sham gap in eV: 8.1
LUMO in eV: -4.8
Total charge: +1
Multiplicity: 1



Density functional theory data (wB97M-V/def2-TZVPD) for a structure of composition C17H39N2OSSiTi.

Geometry as XYZ:
```
62
Properties=species:S:1:pos:R:3:forces:R:3
Ti -0.221 -0.086 -0.126 0.10 -0.03 -0.15
C -2.972 0.960 -0.278 -0.02 0.03 0.01
N -2.244 -0.194 -0.873 -0.01 -0.02 0.04
C -2.348 -0.110 -2.349 0.01 0.00 0.02
C -2.823 -1.479 -0.392 -0.04 0.01 0.02
C -2.363 -1.772 1.024 -0.01 -0.02 0.03
N -0.876 -1.720 1.118 -0.07 -0.01 -0.02
C -0.463 -1.577 2.536 0.01 0.01 0.03
C -0.276 -2.956 0.558 0.01 0.03 0.01
H -4.028 0.911 -0.553 0.00 -0.01 0.00
H -2.546 1.889 -0.648 0.01 -0.01 0.00
H -2.886 0.957 0.808 0.01 0.00 0.00
H -3.396 -0.146 -2.656 0.00 0.00 -0.01
H -1.816 -0.942 -2.807 0.00 0.00 0.00
H -1.916 0.830 -2.690 -0.01 0.00 0.00
H -2.512 -2.268 -1.077 0.03 0.01 0.00
H -3.915 -1.435 -0.430 0.00 -0.01 -0.01
H -2.726 -2.751 1.349 -0.01 0.00 -0.01
H -2.763 -1.035 1.720 0.01 0.01 0.00
H -0.831 -2.422 3.123 0.00 0.00 -0.01
H -0.862 -0.651 2.946 0.00 0.00 -0.01
H 0.624 -1.550 2.599 0.00 0.00 -0.01
H -0.636 -3.831 1.105 0.00 -0.01 -0.01
H 0.809 -2.907 0.652 0.00 0.00 0.00
H -0.532 -3.071 -0.495 0.00 0.00 0.00
C 5.130 -0.591 -1.237 -0.01 0.01 0.00
C 3.877 0.101 -0.709 0.03 0.00 -0.02
C 3.125 0.940 -1.741 -0.03 0.00 0.04
S 1.821 0.158 -2.702 0.03 0.01 -0.03
O 0.906 -0.511 -1.610 -0.05 0.03 0.04
C 2.608 -1.238 -3.542 0.01 -0.03 0.02
C 2.611 -2.560 -2.773 -0.02 -0.02 -0.01
C 1.348 -3.379 -3.013 0.02 0.01 0.00
H 5.667 -1.070 -0.419 0.00 0.00 0.00
H 5.806 0.134 -1.691 0.00 -0.01 0.00
H 4.913 -1.362 -1.975 0.00 0.00 0.00
H 4.164 0.792 0.086 -0.01 0.00 0.00
H 3.196 -0.616 -0.240 0.00 0.00 0.01
H 3.784 1.374 -2.499 0.00 0.00 0.00
H 2.585 1.769 -1.273 0.00 0.00 0.00
H 3.609 -0.869 -3.773 0.00 0.01 0.00
H 2.067 -1.332 -4.484 -0.01 0.01 0.00
H 2.770 -2.384 -1.708 0.00 0.00 0.00
H 3.478 -3.125 -3.120 0.01 0.01 0.00
H 0.450 -2.830 -2.725 0.00 0.00 0.00
H 1.381 -4.310 -2.448 -0.01 0.00 0.00
H 1.254 -3.641 -4.067 -0.01 0.00 0.00
C 1.273 3.707 4.155 0.01 0.01 0.00
Si 1.231 4.127 2.347 -0.01 0.01 0.02
C 2.928 4.406 1.634 0.01 -0.01 -0.01
C 0.051 5.502 1.943 -0.02 -0.01 -0.02
C 0.574 2.581 1.475 0.01 0.00 0.00
C 0.155 1.573 0.917 0.00 -0.01 -0.01
H 1.649 4.562 4.722 0.00 0.00 0.01
H 1.932 2.860 4.357 0.00 0.00 0.00
H 0.279 3.470 4.536 0.00 0.00 0.00
H 3.387 5.281 2.100 0.00 0.00 0.00
H 2.885 4.593 0.560 0.00 0.00 0.00
H 3.584 3.553 1.817 0.00 0.00 0.01
H 0.385 6.427 2.416 0.00 0.00 0.00
H -0.954 5.287 2.309 0.00 0.00 0.00
H -0.005 5.681 0.868 0.00 0.00 0.00
```
Positions in Å, forces in eV/Å.

## Properties
Kohn-Sham gap (spin up / spin down) in eV: 8.5 / 9.1
LUMO (spin up / spin down) in eV: -6.4 / -6.1
Total charge: +2
Multiplicity: 2



Density functional theory data (wB97M-V/def2-TZVPD) for a cluster of 2 separate species, C8H14N3 in total at a distorted geometry.

Geometry as XYZ:
```
25
Properties=species:S:1:pos:R:3:forces:R:3
C 0.909 -1.874 1.150 3.19 -1.25 -1.41
C 0.628 -3.189 -0.586 1.04 -0.25 0.45
C 0.112 -1.118 0.085 1.08 -0.36 1.09
C -0.412 1.053 1.362 1.13 -0.69 1.02
C 0.878 1.304 0.635 -1.05 -1.92 2.35
C -0.264 0.192 0.165 -3.49 2.56 -4.08
C -1.890 2.402 -1.302 3.65 -2.44 -1.53
C -1.503 0.968 -1.456 4.37 -1.75 0.81
N 1.178 -3.177 0.541 -0.50 -0.07 0.91
N 0.045 -1.961 -0.949 0.04 -0.88 0.24
N 1.989 0.804 1.280 1.75 0.79 -1.52
H 0.587 -2.108 2.128 -1.29 0.43 1.12
H 0.714 -4.084 -1.169 -0.44 0.09 -0.94
H -0.371 0.421 2.307 0.09 1.38 -0.93
H -1.100 1.892 1.352 -0.36 -0.47 -0.06
H 0.853 2.061 -0.124 0.73 0.27 -0.05
H -1.008 2.947 -1.548 0.71 1.09 0.78
H -2.381 2.569 -0.440 -1.51 1.05 2.89
H -2.440 2.604 -2.133 -2.34 0.63 -2.24
H -0.841 0.632 -2.333 -0.93 1.11 1.22
H -2.228 0.248 -1.348 -1.91 -1.40 0.40
H -0.246 -1.862 -1.900 -0.62 0.84 -0.18
H 2.791 0.506 0.716 -0.48 0.48 0.39
H 2.037 -1.569 1.403 -2.38 0.40 -0.97
H 1.960 0.340 2.166 -0.48 0.34 0.22
```
Positions in Å, forces in eV/Å.

## Properties
Kohn-Sham gap (spin up / spin down) in eV: 8.5 / 8.5
LUMO (spin up / spin down) in eV: -4.2 / -4.2
Total charge: +1
Multiplicity: 1



Density functional theory data (wB97M-V/def2-TZVPD) for a structure of composition C11H10Cl10F24N3O16P2S6V2 at a distorted geometry.

Geometry as XYZ:
```
84
Properties=species:S:1:pos:R:3:forces:R:3
V -3.171 -1.698 1.915 1.75 -0.06 -3.58
V -1.635 1.061 -0.463 -2.03 0.50 -0.23
P -3.659 -0.766 -0.552 -4.51 -0.41 -2.88
O -3.168 -2.228 -0.352 0.50 0.81 1.78
O -5.182 -0.736 -0.737 1.40 -0.26 1.45
O -3.114 0.180 -1.640 2.62 0.11 -0.79
O -3.036 -0.014 0.674 0.13 0.30 3.00
P -2.472 3.743 2.110 -2.00 1.14 1.18
F -1.862 2.684 1.044 0.45 -0.55 -0.30
F -2.326 4.901 1.006 0.00 -0.24 0.28
F -3.982 3.408 1.619 0.66 -0.03 -0.17
F -3.102 4.815 3.187 0.58 -0.28 -0.34
F -2.596 2.572 3.232 0.27 0.03 -0.35
F -0.969 4.057 2.650 -0.43 0.01 -0.32
C 0.380 3.764 -3.673 0.12 1.36 0.81
F 1.629 3.703 -4.126 0.01 -0.46 -0.04
F -0.157 4.890 -4.149 -0.11 0.01 -0.24
F -0.346 2.764 -4.117 0.14 -0.54 -0.07
S 0.360 3.886 -1.750 -1.84 0.55 0.99
O -0.495 2.754 -1.400 0.02 0.51 -0.28
O 1.691 3.856 -1.218 -0.05 -0.39 -0.63
N -0.457 5.344 -1.441 2.84 -2.33 -0.83
S 0.717 6.471 -1.507 -1.83 1.71 0.25
O 1.771 6.294 -2.474 -0.04 -0.10 0.44
O 0.006 7.738 -1.537 0.74 -0.59 0.16
C 1.487 6.457 0.261 -0.55 -0.57 -0.12
F 2.815 6.604 0.210 -0.15 0.30 -0.01
F 0.938 7.443 0.984 0.45 0.19 -0.29
F 1.223 5.334 0.928 0.04 0.10 -0.21
C 1.032 0.585 2.296 -1.37 -1.78 -0.45
F 1.538 0.141 3.427 0.60 -0.16 0.63
F 0.097 1.452 2.549 -0.51 0.72 0.11
F 1.934 1.070 1.514 0.87 0.44 -0.45
S 0.200 -0.948 1.458 -1.52 0.29 -0.32
O 1.107 -2.070 1.575 -1.66 2.22 -0.13
O -1.071 -1.167 2.137 0.50 0.78 0.18
N -0.132 -0.338 -0.136 1.49 -1.71 3.07
S 0.969 -1.076 -1.028 0.49 0.32 -2.69
O 2.320 -0.733 -0.660 -0.22 -0.15 0.06
O 0.644 -2.436 -1.346 0.17 0.12 0.26
C 0.785 -0.154 -2.658 0.08 0.80 1.12
F 1.382 -0.877 -3.598 -0.22 -0.33 -0.29
F -0.454 0.144 -2.981 -0.38 -0.62 -0.37
F 1.438 1.008 -2.569 0.43 0.05 0.03
C -0.596 -5.609 0.668 -0.11 0.00 0.18
F 0.539 -5.307 1.317 -0.33 0.26 0.10
F -0.628 -4.974 -0.485 0.03 0.08 0.01
F -0.567 -6.923 0.446 -0.11 0.19 0.01
S -2.110 -5.119 1.703 -0.68 -0.34 -2.19
O -2.027 -5.895 2.903 -0.09 0.03 0.04
O -1.964 -3.686 1.848 -0.52 0.22 0.22
N -3.380 -5.451 0.626 1.96 0.29 1.96
S -3.919 -6.871 1.097 -1.60 -0.38 0.99
O -2.924 -7.894 1.091 0.22 -0.99 -0.04
O -4.801 -6.769 2.244 0.19 -0.19 -0.44
C -5.121 -7.463 -0.212 0.71 1.42 -1.03
F -5.847 -8.466 0.268 -0.12 0.09 0.10
F -5.911 -6.462 -0.636 -0.30 -0.35 0.52
F -4.492 -7.897 -1.315 0.19 -0.31 0.19
C 3.023 -3.173 0.836 0.97 -1.13 -0.68
Cl 3.569 -4.727 0.105 0.11 -0.14 0.25
Cl 4.413 -2.240 1.398 0.11 0.23 0.01
H 2.545 -2.686 -0.006 0.28 -0.02 0.61
H 2.389 -3.342 1.694 0.50 -0.67 -0.42
C 1.437 4.208 4.042 -0.05 0.91 -0.02
Cl 1.301 3.101 5.405 -0.18 -0.35 0.11
Cl 2.998 4.056 3.221 -0.01 -0.04 0.04
H 0.612 4.116 3.338 0.51 -0.56 0.23
H 1.352 5.200 4.476 0.31 0.04 -0.08
C 3.085 -2.717 -5.392 0.31 -0.09 0.37
Cl 4.420 -2.697 -6.591 -0.24 0.17 0.21
Cl 3.668 -3.096 -3.750 -0.14 -0.12 -0.51
H 2.617 -1.746 -5.318 0.15 0.07 -0.34
H 2.388 -3.466 -5.747 -0.02 -0.10 0.26
C 1.492 0.257 7.353 0.18 0.27 -0.22
Cl -0.040 0.970 7.838 -0.17 0.12 0.10
Cl 1.820 -1.235 8.234 0.09 -0.24 0.01
H 1.453 0.071 6.285 -0.02 -0.20 0.07
H 2.294 0.953 7.572 -0.09 0.03 0.04
C 2.796 1.962 -7.027 -0.08 -0.11 -0.01
Cl 2.615 1.016 -5.539 0.11 0.25 -0.54
Cl 2.606 0.990 -8.515 0.03 -0.03 0.16
H 2.032 2.728 -7.065 -0.03 -0.03 0.19
H 3.785 2.401 -7.067 0.02 -0.06 0.15
```
Positions in Å, forces in eV/Å.

## Properties
Kohn-Sham gap (spin up / spin down) in eV: 5.8 / 5.9
LUMO (spin up / spin down) in eV: 4.4 / 4.4
Total charge: -3
Multiplicity: 7



Density functional theory data (wB97M-V/def2-TZVPD) for a cluster of 3 separate species, CH10N5 in total at a distorted geometry.

Geometry as XYZ:
```
16
Properties=species:S:1:pos:R:3:forces:R:3
C -0.256 2.774 0.309 0.71 -1.80 -0.68
N 2.672 -0.534 0.277 0.26 -0.10 0.09
N 0.401 0.600 -0.441 0.50 -2.08 -0.94
N 0.084 1.737 -0.074 -0.93 3.13 1.31
N -2.340 0.000 0.554 -0.23 0.00 0.17
N -1.907 -0.688 -0.631 -0.43 -0.46 -0.10
H -0.489 3.787 0.457 -0.22 0.71 0.13
H 2.745 -0.607 1.287 0.11 -0.01 -0.07
H 2.683 -1.476 -0.098 0.09 -0.08 0.00
H -0.411 -0.057 -0.645 -0.14 0.21 0.01
H 1.360 0.177 -0.166 0.05 0.36 0.13
H -1.898 -0.437 1.358 -0.01 0.06 -0.18
H -3.348 -0.071 0.694 0.20 -0.13 -0.09
H -2.119 -1.690 -0.624 -0.09 0.30 0.03
H -2.400 -0.280 -1.422 0.08 -0.05 0.11
H 3.502 -0.061 -0.068 0.03 -0.06 0.07
```
Positions in Å, forces in eV/Å.

## Properties
Kohn-Sham gap in eV: 10.7
LUMO in eV: -2.7
Total charge: +1
Multiplicity: 1



Density functional theory data (wB97M-V/def2-TZVPD) for an isolated molecule of C20H26ClN3O3S at a distorted geometry.

Geometry as XYZ:
```
54
Properties=species:S:1:pos:R:3:forces:R:3
C 1.488 -0.544 -5.352 0.11 -0.32 0.13
H 1.983 0.209 -4.743 0.01 0.14 0.03
H 1.645 -0.292 -6.398 -0.01 0.08 -0.10
H 0.420 -0.515 -5.150 -0.12 0.08 0.00
C 2.060 -1.938 -5.072 -0.03 0.17 -0.16
N 1.930 -2.434 -3.718 -0.01 -0.02 0.12
C 2.651 -1.678 -2.718 0.12 -0.16 0.16
C 2.676 -2.468 -1.412 0.12 0.28 -0.10
N 1.322 -2.737 -0.954 -0.06 -0.06 -0.03
C 1.311 -3.424 0.330 0.05 0.18 0.28
C 1.433 -2.422 1.479 0.06 -0.30 0.02
N 0.304 -1.527 1.460 0.04 -0.09 -0.28
C -0.402 -1.204 2.564 0.21 -0.07 -0.38
O -0.117 -1.582 3.685 -0.13 0.08 0.24
C -1.552 -0.322 2.298 -0.63 0.43 0.94
C -2.387 0.323 3.172 0.63 -0.50 -0.37
C -3.292 1.066 2.386 0.07 -0.12 -0.68
C -2.957 0.820 1.082 -0.54 0.26 0.60
C -3.458 1.393 -0.172 0.55 0.45 -0.13
H -4.524 1.604 -0.131 -0.02 0.05 -0.07
H -3.211 0.774 -1.030 -0.08 -0.09 -0.11
S -2.650 3.087 -0.498 0.69 -1.47 -0.41
O -3.134 3.966 0.559 -0.53 0.85 0.88
C -1.003 2.528 0.041 -0.25 0.23 -0.30
C -0.563 2.888 1.301 -0.26 0.12 -0.08
C 0.648 2.414 1.770 0.12 -0.14 -0.10
C 1.404 1.583 0.958 -0.28 0.15 -0.09
C 0.973 1.232 -0.315 0.07 0.04 0.03
C -0.239 1.713 -0.777 0.03 0.14 0.04
H -0.592 1.446 -1.761 0.00 -0.08 -0.17
H 1.579 0.580 -0.924 0.06 -0.06 -0.05
Cl 2.910 0.972 1.534 0.24 -0.09 0.08
H 0.996 2.675 2.757 0.06 0.01 0.09
H -1.188 3.530 1.905 -0.05 0.05 0.07
O -1.900 -0.021 1.021 0.04 -0.19 -0.11
H -4.081 1.703 2.729 -0.19 0.17 0.00
H -2.342 0.264 4.240 0.09 -0.07 0.23
H 0.018 -1.195 0.551 -0.06 0.08 0.04
H 1.429 -2.934 2.444 0.08 0.05 -0.11
H 2.364 -1.852 1.392 -0.02 -0.10 0.08
H 2.117 -4.171 0.404 -0.05 0.00 -0.04
H 0.356 -3.946 0.433 0.05 -0.01 0.00
C 0.604 -3.470 -1.983 -0.24 0.13 -0.22
C 0.572 -2.650 -3.270 0.00 -0.29 0.13
H 0.027 -3.200 -4.040 -0.03 0.03 0.00
H 0.042 -1.703 -3.067 -0.04 -0.05 -0.03
H -0.417 -3.649 -1.638 0.04 -0.03 0.01
H 1.082 -4.442 -2.195 -0.05 0.02 0.01
H 3.201 -1.890 -0.649 0.04 -0.01 0.00
H 3.228 -3.409 -1.581 -0.02 0.05 0.03
H 3.675 -1.518 -3.063 -0.01 0.05 0.02
H 2.186 -0.694 -2.532 0.08 -0.02 -0.02
H 1.569 -2.665 -5.726 0.10 0.02 -0.03
H 3.128 -1.942 -5.312 -0.05 -0.05 -0.07
```
Positions in Å, forces in eV/Å.

## Properties
Kohn-Sham gap in eV: 8.9
LUMO in eV: 0.4
Total charge: 0
Multiplicity: 1